2 unconnected molecules or ions with the total composition C8H10ClPS at a distorted geometry, computed with ωB97M-V with the def2-TZVPD basis set.

Results
HOMO energy   -9.14 eV
Relative energy (zero: lowest compared OMol25 entry of this formula, charge and spin)   147.38 kJ/mol
Lowest unoccupied orbital energy   0.44 eV
Spin multiplicity   1
Electronic energy   -41103.5458 eV
SMILES   SP(Cl)c1ccccc1.C=C

Last column: natural (NBO) charge in e.
CARTESIAN COORDINATES (ANGSTROEM)
S1 -0.98 2.34 0.70  -0.321
P1 -0.46 0.46 -0.04  0.688
Cl1 -1.08 0.66 -1.97  -0.306
C1 1.35 0.58 -0.35  -0.338
C2 2.13 1.67 -0.44  -0.205
C3 3.53 1.58 -0.70  -0.201
C4 4.19 0.34 -0.64  -0.189
C5 3.31 -0.80 -0.46  -0.206
C6 1.95 -0.70 -0.43  -0.212
H1 -2.29 2.13 0.92  0.181
H2 1.52 2.57 -0.32  0.224
H3 4.15 2.46 -0.82  0.218
H4 5.27 0.25 -0.75  0.225
H5 3.83 -1.76 -0.63  0.216
H6 1.26 -1.50 -0.25  0.220
C7 -4.31 0.56 0.42  -0.405
C8 -3.66 0.71 1.55  -0.412
H7 -5.10 1.26 0.25  0.207
H8 -3.60 0.15 -0.31  0.209
H9 -4.13 1.34 2.31  0.199
H10 -2.67 0.20 1.69  0.209